Below is 2 unconnected molecules or ions with the total composition C9H11O3 in a non-equilibrium geometry, with properties calculated with ωB97M-V with the def2-TZVPD basis set.

```
! RIJCOSX wB97M-V def2-TZVPD def2/J DEFGRID3
* xyz -2 2
C -1.180 -1.123 2.848
C -1.958 -0.009 3.548
O -2.727 0.811 2.934
O -1.846 0.080 4.777
H -0.714 -1.966 3.429
H -0.205 -0.608 2.569
H -1.480 -1.357 1.897
C 2.071 -0.757 -3.168
C -0.989 0.579 -1.295
C -0.094 0.153 -2.230
C -0.426 1.013 -0.066
C 1.300 -0.160 -1.975
C 1.039 1.035 0.043
C 1.840 0.372 -0.855
O -1.078 1.535 0.852
H -1.992 0.422 -1.238
H -0.375 0.012 -3.221
H -2.371 1.067 1.921
H 1.562 1.477 0.873
H 3.033 -1.385 -3.229
H 2.248 0.009 -4.093
H 2.881 0.220 -0.547
H 1.460 -1.418 -3.773
*
```

As for the expectation value of S²: 0.751. The orbital gap (alpha / beta) comes out at 1.82 / 5.79 eV. The value obtained for the total energy is -575.12591 hartree. The energy above the lowest of the compared OMol25 structures with the same formula, charge and spin comes out at 211.1 kJ/mol.

=====

Below is a single C9H11OPS molecule in a non-equilibrium geometry, with properties calculated with ωB97M-V with the def2-TZVPD basis set.

```
! RIJCOSX wB97M-V def2-TZVPD def2/J DEFGRID3
* xyz 0 1
C 4.174 -0.080 -0.164
C 3.088 0.788 0.140
C 3.850 -1.325 -0.633
C 1.790 0.369 0.070
C 2.537 -1.694 -0.851
C 1.497 -0.914 -0.437
C -2.107 0.504 -0.542
C -2.386 1.963 -0.728
C -3.336 -1.145 1.282
O -0.919 0.031 -0.593
P -0.206 -1.513 -0.455
S -3.460 -0.625 -0.494
H 5.114 0.389 0.021
H 3.169 1.836 0.214
H 4.585 -2.156 -0.871
H 1.023 1.025 0.496
H 2.381 -2.560 -1.440
H -2.964 2.192 -1.611
H -2.772 2.198 0.282
H -1.388 2.333 -0.857
H -2.368 -1.721 1.400
H -3.133 -0.119 1.805
H -4.144 -1.760 1.568
*
```

The orbital gap (alpha / beta) comes out at 6.16 / 7.44 eV. The value obtained for the total energy is -1164.20843 hartree. The energy above the lowest of the compared OMol25 structures with the same formula, charge and spin comes out at 311.9 kJ/mol.

=====

Below is 2 unconnected molecules or ions with the total composition C9H12BrN in a non-equilibrium geometry, with properties calculated with ωB97M-V with the def2-TZVPD basis set.

```
! RIJCOSX wB97M-V def2-TZVPD def2/J DEFGRID3
* xyz 0 1
C -1.093 -1.767 -0.409
C -0.171 -1.222 0.405
C -0.394 0.227 0.257
C -1.616 0.381 -0.485
C 0.513 1.030 0.738
C -2.243 1.603 -0.423
C 0.930 -1.789 1.232
C -3.399 1.966 -1.279
C 4.621 0.208 0.798
N -1.956 -0.846 -0.992
Br 3.857 1.140 -0.816
H -1.098 -2.785 -0.723
H 4.595 0.849 1.603
H -1.841 2.308 0.171
H 0.726 -2.864 1.564
H 0.921 -1.205 2.163
H 1.916 -1.769 0.823
H -4.051 2.837 -0.902
H -4.187 1.153 -1.168
H -3.177 2.293 -2.278
H 4.029 -0.618 0.896
H 5.652 -0.090 0.523
H -2.536 -1.041 -1.696
*
```

The orbital gap comes out at 7.12 eV. The value obtained for the total energy is -2978.68902 hartree. The energy above the lowest of the compared OMol25 structures with the same formula, charge and spin comes out at 398.6 kJ/mol.

=====

Below is a single C9H12BrN molecule in a non-equilibrium geometry, with properties calculated with ωB97M-V with the def2-TZVPD basis set.

```
! RIJCOSX wB97M-V def2-TZVPD def2/J DEFGRID3
* xyz 0 1
C 2.261 -0.370 0.635
C 1.289 -1.302 0.520
C -0.027 -0.583 0.139
C 0.287 0.902 0.107
C -1.023 -1.332 -0.393
C -0.671 1.852 -0.176
C 1.352 -2.824 0.450
C -0.425 3.335 0.027
C -2.251 -0.752 -1.140
N 1.636 0.934 0.566
Br -3.566 -0.229 0.201
H 3.319 -0.372 0.860
H -0.984 -2.409 -0.222
H -1.672 1.479 -0.240
H 2.135 -3.272 1.086
H 1.549 -3.125 -0.549
H 0.423 -3.242 0.724
H -0.687 3.838 -0.814
H 0.614 3.352 0.433
H -1.207 3.625 0.815
H -2.709 -1.398 -1.858
H -1.884 0.163 -1.536
H 2.241 1.731 0.365
*
```

As for the SMILES: C/C=c1\[nH]cc(C)\c1=C\CBr. The orbital gap comes out at 7.59 eV. The value obtained for the total energy is -2978.82783 hartree. The energy above the lowest of the compared OMol25 structures with the same formula, charge and spin comes out at 34.2 kJ/mol.

=====

Below is a molecular structure, C9H12BrN3O4P2Yb in a non-equilibrium geometry, with properties calculated with ωB97M-V with the def2-TZVPD basis set.

```
! RIJCOSX wB97M-V def2-TZVPD def2/J DEFGRID3
* xyz 2 1
C -1.094 0.334 3.257
C -1.497 -0.615 2.034
O -2.690 -1.065 2.045
N -0.668 -0.990 0.868
C 0.722 -1.366 1.185
C 1.232 -2.811 0.624
O 1.586 -0.678 1.800
C -0.838 -0.113 -0.320
C -1.423 1.365 0.098
N -1.542 2.536 0.479
C 0.355 -0.091 -1.389
C -0.302 0.394 -2.799
N -0.820 0.994 -3.723
P 1.883 0.960 -1.058
C 2.258 1.803 -2.747
O 1.616 2.294 0.014
P -2.348 -0.905 -1.296
O -2.397 -2.538 -0.744
Br -4.250 0.207 -0.664
H -1.690 1.324 3.111
H 0.023 0.560 3.361
H -1.488 -0.100 4.257
H 2.060 -3.235 1.311
H 1.739 -2.689 -0.416
H 0.321 -3.510 0.541
H 0.694 -1.187 -1.576
H 3.334 2.216 -2.650
H 2.294 1.039 -3.610
H 1.577 2.700 -2.952
H 2.485 2.468 0.470
H -1.482 -2.891 -0.923
Yb 0.351 3.593 1.413
*
```

The orbital gap comes out at 5.66 eV. The value obtained for the total energy is -5230.03020 hartree.

=====

Below is a molecular structure, C9H12Cl3NO in a non-equilibrium geometry, with properties calculated with ωB97M-V with the def2-TZVPD basis set.

```
! RIJCOSX wB97M-V def2-TZVPD def2/J DEFGRID3
* xyz 0 1
C -1.588 -1.100 -0.107
C -0.285 -0.769 -0.034
C -2.662 -0.120 -0.123
C 0.175 0.640 -0.036
C -1.370 1.667 0.640
C 1.045 -2.199 1.495
C 2.141 1.324 -1.476
C 0.791 -1.813 0.035
C 0.626 1.157 -1.389
N -2.569 1.104 0.192
O -1.189 1.638 1.983
Cl -2.084 -2.763 -0.162
Cl -4.213 -0.658 -0.594
Cl -1.264 3.318 -0.012
H 0.884 0.851 0.759
H 1.274 -1.317 2.090
H 1.886 -2.888 1.553
H 0.168 -2.682 1.917
H 2.657 0.374 -1.349
H 2.489 2.013 -0.712
H 2.411 1.729 -2.448
H 0.490 -2.700 -0.523
H 1.709 -1.419 -0.398
H 0.274 0.487 -2.175
H 0.170 2.134 -1.564
H -1.967 1.992 2.439
*
```

The orbital gap comes out at 8.96 eV. The value obtained for the total energy is -1860.66567 hartree. The energy above the lowest of the compared OMol25 structures with the same formula, charge and spin comes out at 0.0 kJ/mol.

=====

Below is a single C9H12ClNO3 molecule in a non-equilibrium geometry, with properties calculated with ωB97M-V with the def2-TZVPD basis set.

```
! RIJCOSX wB97M-V def2-TZVPD def2/J DEFGRID3
* xyz 0 1
C -0.575 -0.020 -1.059
C 1.835 -1.773 0.014
C -0.598 0.036 0.453
C 1.610 -0.278 -0.460
C 0.785 -0.171 0.842
C 1.369 0.747 1.925
C 0.786 -0.436 -2.961
C -1.676 -0.958 0.876
C -3.042 -0.266 0.586
N 0.688 -0.189 -1.557
O -1.611 0.082 -1.643
O 2.275 -2.763 -0.433
O 1.194 -1.594 1.178
Cl -4.409 -1.225 1.232
H -0.912 1.125 0.775
H 2.465 0.371 -0.674
H 2.216 0.142 2.378
H 0.628 0.916 2.630
H 1.620 1.703 1.474
H 1.822 -0.289 -3.126
H 0.499 -1.494 -2.894
H 0.188 0.245 -3.494
H -1.703 -1.873 0.232
H -1.602 -1.210 1.938
H -3.413 -0.182 -0.410
H -2.978 0.762 0.985
*
```

As for the SMILES: CN1C(=O)[C@@H](CCCl)[C@@]2(C)OC(=O)[C@@H]12. The orbital gap comes out at 10.00 eV. The value obtained for the total energy is -1090.78130 hartree. The energy above the lowest of the compared OMol25 structures with the same formula, charge and spin comes out at 55.7 kJ/mol.

=====

Below is 3 unconnected molecules or ions with the total composition C9H12F2N2O8PS in a non-equilibrium geometry, with properties calculated with ωB97M-V with the def2-TZVPD basis set.

```
! RIJCOSX wB97M-V def2-TZVPD def2/J DEFGRID3
* xyz 1 1
O -2.397 4.491 -1.667
P -1.123 3.868 -0.908
O -1.378 2.290 -0.756
S 0.425 4.230 -1.970
N -0.904 4.587 0.683
C -1.560 4.260 1.878
C -1.087 5.105 2.829
N -0.139 5.923 2.211
C -0.048 5.573 0.943
H -3.055 4.864 -1.054
H -0.718 1.958 -0.114
H -2.308 3.489 2.040
H -1.371 5.170 3.876
H 0.381 6.658 2.675
H 0.625 6.016 0.209
C -0.806 -1.895 -1.274
C -1.963 -2.314 -0.411
O -1.471 -2.081 0.902
C -0.576 -1.063 0.796
O -0.169 -0.425 1.716
O -0.211 -0.851 -0.489
F -2.233 -3.631 -0.551
H -0.080 -2.693 -1.423
H -1.121 -1.525 -2.246
H -2.877 -1.737 -0.565
C 2.810 -4.767 0.198
C 3.031 -5.880 -0.790
O 2.087 -5.585 -1.807
C 1.923 -4.235 -1.794
O 1.416 -3.612 -2.670
O 2.417 -3.686 -0.654
F 2.733 -7.084 -0.252
H 2.005 -4.988 0.901
H 3.709 -4.518 0.758
H 4.034 -5.912 -1.221
*
```

The orbital gap comes out at 8.95 eV. The value obtained for the total energy is -2000.72745 hartree.

=====

Which of these has the lowest total energy? C9H12BrN3O4P2Yb

=====

Which formula does entry 8 have? C9H12F2N2O8PS

=====

What is the total energy in the fifth record? -5230.03020 hartree